w.
C3H9N4 | ωB97M-V/def2-TZVPD

The spin multiplicity is 1. As for the charge: +1. As for the molecular weight: 101.13 g mol⁻¹. The value obtained for the LUMO energy (spin up / spin down) is -5.290 / -5.291 eV. The calculation puts the HOMO energy (spin up / spin down) at -12.58 / -12.58 eV.

Each line ends with the Mulliken charge.
Positions of all 16 atoms, in Å:
N  -1.8029  -0.7313  0.2887  0.5182
N  0.8924  0.6931  -0.0416  0.5261
N  -2.2031  0.2812  -0.1936  -0.5333
N  2.0258  0.9468  -0.8845  -0.7289
C  0.6535  -0.7005  0.3892  -0.6175
C  0.0316  1.5671  0.2921  -0.3937
C  -0.6612  -1.3376  -0.2158  -0.4627
H  0.4854  -0.7827  1.5364  0.2807
H  -0.8448  -2.4502  -0.1304  0.3719
H  0.2629  2.6536  0.0725  0.1696
H  1.5658  -1.2807  0.1969  0.4100
H  -2.8474  0.8882  0.3657  0.2912
H  -0.6205  -1.1019  -1.3768  0.2885
H  2.3013  2.0254  -0.7741  0.3020
H  2.9106  0.3804  -0.7153  0.2909
H  -2.1494  -1.0510  1.1908  0.2869

=====

x.
C3H9N4 | ωB97M-V/def2-TZVPD

The spin multiplicity is 1. As for the charge: +1. As for the molecular weight: 101.13 g mol⁻¹. The SMILES is N/N=C/C=N/C[NH3+]. The value obtained for the LUMO energy is -3.386 eV. The calculation puts the HOMO energy at -12.50 eV.

Each line ends with the Mulliken charge.
Positions of all 16 atoms, in Å:
N  -0.4899  -0.4089  -0.4577  -0.4023
N  1.6853  2.9167  1.8723  -0.4522
N  -1.4140  -1.8903  -1.7900  -0.3326
N  1.2770  1.6752  1.6472  -0.0166
C  0.5898  1.3355  0.6504  -0.2582
C  -0.7833  -1.7928  -0.4360  -0.3714
C  0.1980  -0.0115  0.4925  -0.1795
H  -1.8246  -0.9327  -1.9090  0.4116
H  -1.6491  -2.2041  0.2752  0.2779
H  2.5522  3.0270  2.4194  0.2853
H  1.5925  3.5169  0.9873  0.2506
H  0.1272  -2.3880  -0.3247  0.4037
H  0.5444  -0.6067  1.3940  0.3115
H  -1.9335  -2.6682  -2.1320  0.3004
H  -0.8231  -1.7159  -2.6670  0.3764
H  0.3508  2.1480  -0.0219  0.3956

=====

y.
C3H9N4 | ωB97M-V/def2-TZVPD

The spin multiplicity is 1. As for the charge: +1. As for the molecular weight: 101.13 g mol⁻¹. The value obtained for the LUMO energy is -3.495 eV. The calculation puts the HOMO energy at -13.76 eV.

Each line ends with the Mulliken charge.
Positions of all 16 atoms, in Å:
N  2.3789  -0.7618  -0.1268  0.4781
N  1.8329  -1.7288  0.3746  -0.7938
N  -0.4674  0.1471  -0.3649  -0.2547
N  -0.3965  -0.9459  1.5998  -0.2592
C  2.4885  0.1856  -0.8149  -0.2504
C  -0.6986  1.3493  -1.1180  -0.7340
C  -0.8738  -0.0187  0.8816  0.1897
H  0.4025  1.7565  -1.3595  0.1438
H  2.1605  -2.6984  0.1916  0.2181
H  -1.4658  2.0477  -0.7022  0.3597
H  -1.7333  0.5796  1.2122  0.3459
H  2.8648  1.2391  -0.7463  0.3588
H  -1.1684  1.1685  -2.0197  0.3214
H  0.2724  -0.3762  -0.8569  0.2779
H  -0.6477  -0.9370  2.5951  0.2626
H  0.4945  -1.4840  1.2720  0.3360

=====

Last place for stability: w

=====

w.
C3H8S2 | ωB97M-V/def2-TZVPD

The spin multiplicity is 1. As for the charge: 0. As for the molecular weight: 108.23 g mol⁻¹. The value obtained for the LUMO energy is -2.958 eV. The calculation puts the HOMO energy at -7.67 eV.

Each line ends with the Mulliken charge.
Positions of all 13 atoms, in Å:
S  3.4221  -1.5730  0.9020  -0.3801
S  -5.1169  -0.1088  -0.6377  -0.1387
C  -3.6833  0.4143  0.2901  -0.3815
C  3.5081  1.0417  -0.0401  -0.9444
C  2.8007  2.0232  -1.0315  -0.3267
H  2.6473  0.5383  0.4554  0.2292
H  1.7024  1.8589  -1.2506  0.2337
H  3.9437  1.3567  0.8182  0.5270
H  -3.4172  1.4719  0.7103  0.2526
H  3.9641  0.2626  -0.6248  0.3267
H  2.3963  -1.3860  1.6356  0.0813
H  -3.2534  -0.5190  0.6140  0.2676
H  3.3809  2.4501  -1.8984  0.2531

=====

x.
C3H8S2 | ωB97M-V/def2-TZVPD

The spin multiplicity is 1. As for the charge: 0. As for the molecular weight: 108.23 g mol⁻¹. The SMILES is C=CC.SS. The value obtained for the LUMO energy is 0.371 eV. The calculation puts the HOMO energy at -9.52 eV.

Each line ends with the Mulliken charge.
Positions of all 13 atoms, in Å:
S  -0.5081  -1.7354  1.7465  -0.1686
S  -0.5866  -1.7968  -0.2745  -0.1538
C  0.1981  2.5812  0.0694  -0.8041
C  1.0328  2.0812  -1.0670  0.1322
C  1.4597  2.7369  -2.1364  -0.8037
H  -1.6198  -2.5842  -0.5776  0.1537
H  1.3249  1.0463  -0.9992  0.2458
H  -1.4446  -0.8176  2.0547  0.1528
H  -0.6817  3.1442  -0.2236  0.2940
H  1.2717  3.7809  -2.2935  0.2723
H  0.7091  3.2682  0.7452  0.2801
H  2.0385  2.2520  -2.9137  0.2433
H  -0.0460  1.7130  0.6690  0.1559

=====

Last place for stability: w

=====

w.
C3H8S2 | ωB97M-V/def2-TZVPD

The spin multiplicity is 1. As for the charge: 0. As for the molecular weight: 108.23 g mol⁻¹. The value obtained for the LUMO energy is -0.197 eV. The calculation puts the HOMO energy at -7.81 eV.

Each line ends with the Mulliken charge.
Positions of all 13 atoms, in Å:
S  0.9737  -1.3594  0.1992  -0.5549
S  -2.6626  -0.9797  0.0255  -0.2293
C  0.7541  0.7135  -0.2821  -0.8484
C  -0.3923  0.4691  0.7069  -0.4005
C  -1.6983  0.3125  -0.0087  -0.2528
H  -0.4789  1.3339  1.3786  0.3805
H  -1.9839  1.1764  -0.6200  0.2873
H  1.6943  0.8727  0.2546  0.2984
H  0.8791  -0.1408  -0.9534  0.1399
H  -0.2024  -0.4157  1.3229  0.3192
H  1.9866  -1.1306  -0.6517  0.2013
H  0.5663  1.5982  -0.8995  0.4892
H  0.5642  -2.4500  -0.4723  0.1700

=====

x.
C3H8S2 | ωB97M-V/def2-TZVPD

The spin multiplicity is 1. As for the charge: 0. As for the molecular weight: 108.23 g mol⁻¹. The SMILES is CCCSS. The value obtained for the LUMO energy is -0.900 eV. The calculation puts the HOMO energy at -8.52 eV.

Each line ends with the Mulliken charge.
Positions of all 13 atoms, in Å:
S  1.3411  -0.9874  1.6770  -0.2057
S  -0.0519  -1.1115  -0.2113  -0.1434
C  -1.0688  2.7355  -1.6806  -1.0766
C  -1.0279  0.1783  -1.1009  -0.5011
C  -0.8034  1.5992  -0.5992  -0.5456
H  -0.0846  2.7527  -2.1603  0.2775
H  0.7075  -2.1738  1.6669  0.1635
H  -0.4808  0.1333  -2.0382  0.3348
H  -2.0406  -0.1363  -0.8846  0.3367
H  -1.3076  3.7230  -1.3136  0.3469
H  -1.2564  1.9492  0.3305  0.3903
H  0.2462  1.7235  -0.3195  0.3159
H  -1.6798  2.2114  -2.4174  0.3067

=====

Last place for stability: w